DFT (ωB97M-V/def2-TZVPD) results for an isolated molecule of C11H9IO2S at a distorted geometry.

The geometry in XYZ format:
```
24
Properties=species:S:1:pos:R:3:nbo_charge:R:1
C -2.35150 3.12994 0.18310 -0.341
C -2.01431 2.02643 -0.37618 -0.231
C -2.64796 0.73408 -0.87316 -0.518
C -1.66363 -0.38970 -0.58980 -0.057
I -2.40018 -2.34543 -0.53364 0.194
C -0.40063 -0.10021 -0.26612 -0.334
C 0.72604 -0.86652 0.11591 -0.091
C 1.88231 -0.67114 -0.58423 -0.179
C 3.05017 -1.37411 -0.22843 -0.181
C 3.02319 -2.23918 0.86332 -0.211
C 1.88977 -2.31933 1.62000 -0.213
C 0.69463 -1.64386 1.34097 -0.176
S -0.25506 1.64843 -0.60733 2.124
O -0.03969 1.90758 -1.98958 -0.938
O 0.60424 2.40554 0.33014 -0.915
H -1.55702 3.73630 0.45807 0.225
H -3.31920 3.67659 0.30938 0.222
H -2.67177 0.86101 -1.92246 0.256
H -3.68699 0.50852 -0.51424 0.250
H 1.80048 -0.00303 -1.40126 0.223
H 3.94805 -1.07032 -0.70929 0.220
H 4.01402 -2.68425 1.24202 0.227
H 1.68113 -2.97455 2.46212 0.219
H -0.30610 -1.95280 1.67069 0.226
```

Computed properties:
E_LUMO: 0.1214 eV
energy relative to the best compared isomer or geometry (same formula, charge and spin): 0.0 kJ/mol
charge: 0
electronic energy: -34580.777 eV
Kohn-Sham gap: 0.3418 Ha
HOMO: -9.180 eV
SMILES: C=C1CC(I)=C(c2ccccc2)S1(=O)=O

=====

DFT (ωB97M-V/def2-TZVPD) results for an isolated molecule of CH4INOS at a distorted geometry.

The geometry in XYZ format:
```
9
Properties=species:S:1:pos:R:3:nbo_charge:R:1
C 0.06813 0.29942 0.06730 -0.462
N 0.56601 -0.99583 -0.41704 -0.329
O 1.63150 -1.52908 0.42311 -0.543
S 3.16963 -1.60935 -0.28955 0.349
I 4.16028 0.46833 0.13388 0.030
H 0.98527 0.90372 0.00117 0.213
H -0.67192 0.75686 -0.63916 0.215
H -0.52719 0.43779 1.05071 0.184
H -0.14156 -1.67359 -0.39550 0.344
```

Computed properties:
E_LUMO: -0.3448 eV
energy relative to the best compared isomer or geometry (same formula, charge and spin): 135.8 kJ/mol
charge: 0
electronic energy: -23572.707 eV
Kohn-Sham gap: 0.3113 Ha
HOMO: -8.815 eV
SMILES: CNOSI

=====

DFT (ωB97M-V/def2-TZVPD) results for a structure of composition C36H72BBrN7O6S at a distorted geometry.

The geometry in XYZ format:
```
124
Properties=species:S:1:pos:R:3:mulliken_charge:R:1
C 0.68451 5.55265 -5.42848 -0.685
C -0.39412 4.62089 -5.51450 -0.303
C -0.18723 3.21202 -4.81351 -0.426
N -1.00637 2.93923 -3.58547 0.399
Br -0.35921 1.16782 -3.15202 0.048
C -2.48822 2.66973 -3.66926 -1.014
C -3.42348 3.47121 -4.68356 -0.494
C -4.80774 2.63807 -4.87717 0.464
C -6.23643 3.26085 -4.49466 -0.986
N -4.72841 1.42254 -5.36568 -0.708
C -3.19533 2.89251 -2.22615 0.752
O -3.58253 1.54144 -1.83570 -0.534
C -4.96964 1.43036 -1.64181 0.540
N -6.14042 1.23088 -1.51591 -0.538
C -1.95173 3.23698 -1.25872 -0.383
C -2.17255 4.11841 0.06024 -0.823
C -3.33269 5.20280 -0.02504 0.186
C -2.90699 6.70588 0.14074 -0.385
C -3.92364 7.86703 0.06086 -0.740
C -5.41451 7.52644 -0.17363 0.843
C -6.50247 8.69507 -0.23053 -1.060
C -5.88490 6.06635 -0.35402 -0.838
C -4.83249 4.93752 -0.25250 -0.267
C -0.73248 3.64403 -2.28268 -0.242
S -0.70078 5.50048 -2.19380 -0.230
B 0.74898 3.27148 -1.63562 1.017
C 0.94714 2.55160 -0.18077 -0.817
O 1.97678 3.61669 -2.33660 -0.706
H 0.61313 6.62871 -5.78601 0.291
H 1.65325 5.19550 -4.92075 0.202
H -1.34274 4.95566 -6.07068 0.216
H 0.94670 3.07757 -4.65981 0.330
H -0.47339 2.40430 -5.59074 0.410
H -2.54115 1.53799 -3.80257 0.368
H -2.96632 3.52062 -5.74443 0.429
H -3.63050 4.56208 -4.39576 0.269
H -6.99004 2.45691 -4.16260 0.322
H -6.10363 4.07627 -3.69035 0.180
H -6.69348 3.76059 -5.42332 0.377
H -3.73495 1.17558 -5.56148 0.307
H -3.98719 3.67514 -2.45048 0.527
H -1.72362 2.19812 -0.80271 0.413
H -1.19992 4.59730 0.45483 0.339
H -2.48215 3.37826 0.89423 0.375
H -1.81436 6.95359 0.33693 0.277
H -3.54392 8.93016 0.19309 0.321
H -6.49962 9.29886 -1.19494 0.262
H -7.51970 8.20924 -0.00216 0.303
H -6.24894 9.41367 0.63359 0.317
H -6.97097 5.77786 -0.55896 0.297
H -5.15191 3.84278 -0.39123 0.365
H -1.86018 5.90818 -2.86774 0.205
H 2.03858 2.29197 0.02618 0.420
H 0.58651 3.25978 0.64520 0.204
H 0.29097 1.60239 -0.17010 0.175
H 2.71406 3.09713 -1.95309 0.264
C -0.92889 -3.37092 -2.30595 -1.530
C 0.54178 -2.97518 -2.22875 0.486
C 1.43072 -3.98878 -1.48147 -0.868
O 1.28280 -3.97773 -0.06627 -0.286
C 0.11547 -4.63323 0.40955 -0.494
N 0.64626 -1.63368 -1.63890 -0.264
H -1.47035 -3.17391 -1.37926 0.322
H -1.43658 -2.79902 -3.08816 0.298
H -1.04053 -4.43041 -2.54944 0.381
H 0.91366 -2.92133 -3.25965 0.149
H 2.47629 -3.72298 -1.66830 0.292
H 1.29865 -5.00403 -1.87305 0.478
H -0.12834 -5.51984 -0.18385 0.272
H -0.72270 -3.93724 0.42590 0.199
H 0.29592 -4.94815 1.44060 0.165
H 1.61583 -1.32511 -1.69182 0.239
H 0.47786 -1.72797 -0.63498 0.237
C 2.82857 -4.62389 3.05371 -1.208
C 2.02353 -4.51509 4.34381 0.345
C 2.85354 -4.72580 5.62660 -0.525
O 3.21513 -6.07860 5.88586 -0.392
C 4.29093 -6.56301 5.09863 -0.743
N 0.88958 -5.44515 4.27798 -0.635
H 3.02787 -5.65670 2.76288 0.307
H 2.28013 -4.16978 2.22355 0.088
H 3.78547 -4.10142 3.13946 0.355
H 1.62185 -3.49473 4.38627 0.336
H 2.23969 -4.41874 6.48001 0.231
H 3.74189 -4.08220 5.64099 0.431
H 5.04846 -5.79304 4.92155 0.342
H 3.91716 -6.95970 4.15543 0.251
H 4.76024 -7.39095 5.63547 0.266
H 0.28973 -5.29234 5.08637 0.287
H 1.25901 -6.38623 4.42635 0.288
C 3.09176 0.02965 -7.63181 -1.615
C 2.28513 0.14453 -6.34331 0.721
C 3.11373 -0.06511 -5.05840 -0.083
O 3.46930 -1.41756 -4.79578 -0.363
C 4.54485 -1.90984 -5.58104 -0.738
N 1.14797 -0.78238 -6.40741 -0.636
H 3.28766 -1.00457 -7.91824 0.327
H 2.54608 0.48250 -8.46368 0.389
H 4.04996 0.54920 -7.54606 0.347
H 1.88638 1.16725 -6.30448 0.006
H 2.49982 0.24677 -4.20608 -0.215
H 4.00410 0.57537 -5.04460 0.495
H 5.30603 -1.14414 -5.75907 0.324
H 4.17055 -2.30709 -6.52343 0.267
H 5.00962 -2.73823 -5.04130 0.260
H 0.54759 -0.62550 -5.60037 0.185
H 1.51489 -1.72394 -6.25572 0.390
C 3.49237 -5.01582 11.81730 -1.460
C 3.69451 -4.65848 10.34882 0.414
C 2.77194 -3.53114 9.84051 -0.707
O 1.41760 -3.91857 9.62982 -0.340
C 0.64442 -4.02965 10.81335 -0.697
N 3.55561 -5.87364 9.53826 -0.700
H 2.61782 -5.64687 11.98352 0.282
H 4.35280 -5.57475 12.19442 0.376
H 3.38906 -4.11749 12.43241 0.347
H 4.72617 -4.29920 10.24521 0.382
H 3.13977 -3.21073 8.86014 0.323
H 2.82106 -2.64823 10.48957 0.449
H 0.91181 -3.26621 11.55058 0.317
H 0.74831 -5.02752 11.23752 0.238
H -0.40729 -3.89785 10.54721 0.237
H 3.80115 -5.65690 8.57363 0.179
H 2.55924 -6.09418 9.48923 0.362
```

Computed properties:
E_LUMO: -4.5547 eV
energy relative to the best compared isomer or geometry (same formula, charge and spin): 734.5 kJ/mol
charge: +1
electronic energy: -142752.104 eV
Kohn-Sham gap: 0.2037 Ha
HOMO: -10.098 eV

=====

DFT (ωB97M-V/def2-TZVPD) results for a structure of composition C39H43BiN8O5S2.

The geometry in XYZ format:
```
98
Properties=species:S:1:pos:R:3:mulliken_charge:R:1
Bi -0.40603 0.66427 0.15711 1.301
C -1.91437 -6.18039 2.44072 -1.499
C -1.32420 -4.95921 1.79685 -0.308
C -0.00916 -4.86792 1.43598 -1.074
C 0.53950 -3.69592 0.83851 1.005
C 1.89867 -3.78819 0.47640 -0.892
N 2.60667 -3.11339 -0.40055 0.166
C 2.12987 -2.22261 -1.45570 0.738
C 2.76713 -2.61435 -2.79192 -1.187
C 2.01703 -2.02169 -3.98607 -0.638
N 0.64408 -2.55117 -3.95807 0.078
C -0.42762 -1.86286 -3.76821 -0.605
C -0.56217 -0.43482 -3.96713 -0.177
C -0.39055 0.14336 -5.22808 -0.061
C -0.81829 1.43857 -5.47101 0.100
C -0.68577 2.07550 -6.82664 -1.760
C -1.44162 2.10932 -4.41930 -0.547
C -1.55570 1.58419 -3.13627 1.065
C -2.25714 2.34961 -2.10816 -0.774
N -2.05546 2.21302 -0.86219 0.229
C -2.90735 2.91699 0.10270 -1.206
C -3.30385 1.95154 1.22248 0.198
C -3.63522 0.54756 0.72802 -1.506
N -2.42802 -0.31487 0.71857 0.254
C -2.61599 -1.54984 0.99018 -0.883
C -1.63096 -2.62576 1.05957 0.241
C -2.11877 -3.82223 1.57039 -1.023
C -0.25675 -2.50833 0.74008 1.042
O 0.33658 -1.38842 0.46458 0.315
C -1.06587 0.29091 -2.87494 0.096
O -1.04168 -0.31025 -1.70239 -1.060
H -1.20890 -7.00930 2.44209 0.405
H -2.81732 -6.49869 1.92019 0.377
H -2.19442 -5.96616 3.47297 0.332
H 0.64560 -5.72072 1.58331 0.400
H 2.46847 -4.57184 0.96889 0.487
H 3.58906 -3.34970 -0.44202 0.352
H 2.34475 -1.18334 -1.19731 -0.047
H 1.04927 -2.32245 -1.49118 -0.218
H 2.78404 -3.70465 -2.88884 0.437
H 3.80347 -2.27655 -2.84878 0.476
H 2.49379 -2.30180 -4.92346 0.440
H 1.94921 -0.93628 -3.93165 0.328
H 0.56628 -3.56067 -3.88298 0.354
H -1.30636 -2.42843 -3.46490 0.443
H 0.01515 -0.44894 -6.04118 0.444
H -0.16178 1.42184 -7.52135 0.379
H -0.13276 3.01306 -6.76608 0.376
H -1.66567 2.29762 -7.25030 0.392
H -1.85186 3.09748 -4.60561 0.555
H -3.01472 3.05711 -2.45941 0.394
H -3.79066 3.30962 -0.40788 0.431
H -2.34980 3.76373 0.51120 0.272
H -4.16384 2.35043 1.76042 0.576
H -2.51455 1.87955 1.97932 -0.420
H -4.03803 0.57544 -0.28870 0.373
H -4.36676 0.10382 1.40178 1.098
H -3.62929 -1.86681 1.22376 0.748
H -3.15786 -3.83841 1.88062 0.669
C 0.73582 4.69813 -2.02566 -0.597
N 1.47789 4.22378 -0.86498 0.257
C 1.91831 5.02182 0.17376 -0.856
C 2.60460 4.23310 1.01855 -0.419
N 2.58303 2.95120 0.48719 0.801
C 1.88749 2.95357 -0.68202 -0.520
S 1.56284 1.66013 -1.75082 -0.032
C 3.31252 1.86006 1.05467 -0.211
C 4.59893 2.09342 1.51246 -0.905
C 5.27073 1.03766 2.10381 -0.686
C 4.63756 -0.19293 2.19007 -1.273
C 3.35746 -0.31421 1.67694 -0.298
N 2.69219 0.69812 1.12067 0.963
H 0.21429 5.61104 -1.75133 0.325
H 0.02521 3.93251 -2.32608 0.123
H 1.41559 4.89630 -2.85239 0.301
H 1.69459 6.07259 0.22134 0.508
H 3.08067 4.44984 1.95720 0.575
H 5.06317 3.06262 1.39675 0.644
H 6.27439 1.17461 2.48300 0.464
H 5.12396 -1.04134 2.65117 0.510
H 2.81737 -1.25051 1.72409 0.477
N 1.53196 1.95202 3.94344 -0.344
C 0.29805 1.27542 4.01501 0.704
C 0.22180 -0.09657 3.75806 -0.634
C -0.98844 -0.76446 3.84215 -0.327
C -2.15369 -0.07848 4.12774 -0.267
C -2.09138 1.28721 4.37158 -0.999
C -0.87922 1.96044 4.31874 -0.378
S -3.72472 -0.93490 4.15358 1.198
O -4.06049 -1.12709 5.53664 -0.708
O -4.59302 -0.03786 3.39897 -0.744
O -3.42917 -2.17946 3.42152 -0.520
H 2.31093 1.38726 4.25144 0.242
H 1.52798 2.82285 4.45546 0.262
H 1.12940 -0.64505 3.53073 0.264
H -1.03726 -1.83423 3.68648 0.760
H -3.00283 1.82338 4.60568 0.482
H -0.84005 3.02042 4.54590 0.379
```

Computed properties:
E_LUMO: -6.0689 eV
energy relative to the best compared isomer or geometry (same formula, charge and spin): 0.0 kJ/mol
charge: +2
electronic energy: -90797.216 eV
Kohn-Sham gap: 0.2149 Ha
HOMO: -11.918 eV

=====

DFT (ωB97M-V/def2-TZVPD) results for a structure of composition C18H22CrN5OS3.

The geometry in XYZ format:
```
50
Properties=species:S:1:pos:R:3:nbo_charge:R:1
Cr -0.11216 0.12826 0.30290 1.088
C -1.15727 -2.16807 4.95445 -0.757
S -2.28842 -2.48578 3.58623 0.455
C -1.56441 -1.70620 2.23909 -0.077
S -0.01716 -0.86674 2.35397 -0.034
N -2.26059 -1.78402 1.13782 -0.347
N -1.65302 -1.10758 0.11502 -0.274
C -2.15326 -1.24029 -1.06153 0.110
C -1.47106 -0.51886 -2.13130 0.131
C -1.81993 -0.60440 -3.46489 -0.181
C -1.05387 0.08524 -4.39397 -0.102
C 0.03051 0.83435 -3.96149 -0.213
C 0.31938 0.87794 -2.60988 0.081
N -0.41918 0.22189 -1.70807 -0.490
H -1.72967 -2.40801 5.84837 0.267
H -0.86578 -1.12226 4.99917 0.240
H -0.28772 -2.81694 4.89555 0.241
H -3.01879 -1.87422 -1.22352 0.253
H -2.66974 -1.20239 -3.76465 0.259
H -1.29834 0.03420 -5.44651 0.259
H 0.64667 1.38258 -4.65959 0.259
H 1.15507 1.44976 -2.22681 0.220
N -6.06654 2.56038 1.02349 -0.177
C -4.92540 2.66444 0.96961 0.216
C -3.49349 2.76866 0.88095 -0.153
C -2.84258 3.99605 0.92786 -0.053
C -1.45919 4.02293 0.84677 -0.218
C -0.78151 2.83085 0.71788 0.061
N -1.41390 1.64262 0.64932 -0.473
C -2.74758 1.60893 0.73660 0.104
H -3.41331 4.90911 1.03450 0.266
H -0.91226 4.95320 0.89616 0.264
H 0.30319 2.80787 0.68403 0.217
H -3.23061 0.64245 0.71804 0.238
C 4.54861 -0.17154 -1.24239 -0.628
C 4.41048 0.15238 0.23452 -0.579
S 2.93794 -0.47206 1.03420 1.242
O 1.80159 0.14834 0.13905 -0.953
C 2.99619 -2.23990 0.62616 -0.581
C 2.12537 -2.65313 -0.54812 -0.607
H 5.42150 0.35057 -1.63157 0.260
H 3.67860 0.16430 -1.80477 0.218
H 4.69874 -1.23528 -1.42047 0.224
H 4.36620 1.22697 0.42079 0.258
H 5.22558 -0.24855 0.84402 0.263
H 2.69641 -2.74118 1.54544 0.261
H 4.05052 -2.45523 0.44833 0.258
H 1.07823 -2.39855 -0.38280 0.198
H 2.18251 -3.73704 -0.64361 0.259
H 2.45348 -2.20609 -1.48432 0.226
```

Computed properties:
E_LUMO (spin up / spin down): -7.7438 / -7.2315 eV
energy relative to the best compared isomer or geometry (same formula, charge and spin): 0.0 kJ/mol
charge: +2
electronic energy: -89432.878 eV
Kohn-Sham gap (spin up / spin down): 0.2394 / 0.2586 Ha
spin multiplicity: 2
HOMO (spin up / spin down): -14.259 / -14.267 eV

=====

DFT (ωB97M-V/def2-TZVPD) results for a cluster of 2 separate species, C13H16FI in total at a distorted geometry.

The geometry in XYZ format:
```
31
Properties=species:S:1:pos:R:3:nbo_charge:R:1
C 1.91400 -3.36050 0.10802 -0.204
C 1.47965 -2.77724 -1.07565 -0.227
C 1.23407 -3.13232 1.30603 -0.224
C 0.38526 -1.91350 -1.03371 -0.194
C 0.14967 -2.26672 1.36099 -0.199
C -0.30613 -1.61966 0.18172 -0.097
C -2.16520 -0.17082 -1.95384 -0.442
C -2.32435 -0.53811 -0.67656 -0.113
C 0.71775 1.20282 -0.83378 -0.664
C -1.38430 2.22127 0.14251 -0.675
C 0.22686 1.31364 1.72023 -0.664
C -1.34225 -0.53961 0.34568 0.273
C -0.27135 1.23062 0.29689 0.141
F -1.75656 -0.44739 1.68317 -0.367
I -4.38648 -0.69656 0.09999 0.108
H 2.82521 -4.08652 -0.04974 0.218
H 2.10957 -2.95671 -1.87496 0.214
H 1.50568 -3.42681 2.29104 0.220
H 0.18382 -1.34466 -2.04287 0.208
H -0.46252 -1.98979 2.20377 0.236
H -3.03920 0.01585 -2.55103 0.226
H -1.15278 -0.17582 -2.48136 0.214
H 1.34420 2.02930 -0.90492 0.225
H 1.40584 0.40880 -0.71316 0.229
H 0.18008 1.10470 -1.74010 0.212
H -2.02988 2.42089 1.01379 0.227
H -0.91444 3.17219 -0.21297 0.214
H -2.13176 1.93736 -0.59378 0.230
H 0.92130 2.22994 1.80904 0.219
H -0.57201 1.34275 2.47576 0.236
H 0.91754 0.48837 2.05435 0.222
```

Computed properties:
E_LUMO: 0.2115 eV
energy relative to the best compared isomer or geometry (same formula, charge and spin): 292.3 kJ/mol
charge: 0
electronic energy: -24555.373 eV
Kohn-Sham gap: 0.3168 Ha
HOMO: -8.409 eV

=====

DFT (ωB97M-V/def2-TZVPD) results for an isolated molecule of C3H2N4O at a distorted geometry.

The geometry in XYZ format:
```
10
Properties=species:S:1:pos:R:3:nbo_charge:R:1
C 0.48663 -0.30140 -1.91414 0.183
N -0.74469 0.03914 -1.50084 -0.521
C -0.61211 0.15812 -0.16758 0.602
O -1.38673 0.28631 0.89125 -0.255
N -0.47233 0.25327 1.95046 -0.109
C 0.68155 0.05731 1.47116 0.176
N 0.65157 -0.01212 0.12748 -0.220
N 1.35450 -0.43242 -0.93794 -0.312
H 0.70016 -0.45280 -2.99195 0.217
H 1.53387 -0.25692 2.05106 0.239
```

Computed properties:
E_LUMO: 0.7957 eV
energy relative to the best compared isomer or geometry (same formula, charge and spin): 85.5 kJ/mol
charge: 0
electronic energy: -11148.386 eV
Kohn-Sham gap: 0.4053 Ha
HOMO: -10.232 eV
SMILES: c1nc2oncn2n1

=====

Q: What is the formula in the sixth record?
A: C13H16FI

=====

Q: Which of these has the highest energy relative to the best compared isomer or geometry (same formula, charge and spin)?
A: C36H72BBrN7O6S